# 1
{
  "formula": "C2HF6NNdO4S2",
  "method": "ωB97M-V/def2-TZVPD",
  "e_homo_ev": [-14.489, -14.510],
  "spin_multiplicity": 4,
  "charge": 1,
  "elements": ["Nd", "S", "S", "F", "F", "F", "F", "F", "F", "O", "O", "O", "O", "N", "C", "C", "H"],
  "positions_angstrom": [[-1.5171, -0.6562, -2.6387], [-0.9080, -1.0105, 0.5530], [0.9745, 1.1079, 0.0449], [-2.8438, 0.6953, 1.0434], [-1.5052, 0.3756, 2.7060], [2.1907, -0.2984, -2.0381], [-2.9314, -1.1487, 2.1609], [3.4557, 1.0834, -0.7187], [2.7480, -0.8015, -0.0050], [1.1878, 1.1012, 1.4829], [0.8270, 2.3607, -0.6729], [-1.7646, -1.6841, -0.4685], [-0.0221, -1.7938, 1.3833], [-0.2879, 0.1568, -0.3758], [2.4326, 0.2447, -0.7515], [-2.1429, -0.1941, 1.7107], [0.1067, 0.4618, -3.4157]],
  "lowdin_charge": [1.912, 0.671, 0.635, 0.168, 0.202, 0.021, 0.185, 0.178, 0.149, -0.239, -0.268, -0.525, -0.203, -0.441, -0.605, -0.699, -0.141]
}

# 2
{
  "formula": "C3H2Cl4N2",
  "method": "ωB97M-V/def2-TZVPD",
  "e_homo_ev": -10.144,
  "smiles": "ClC1(Cl)CN=NC1(Cl)Cl",
  "charge": 0,
  "relative_energy_kj_mol": 0.0,
  "elements": ["Cl", "Cl", "Cl", "Cl", "N", "N", "C", "C", "C", "H", "H"],
  "positions_angstrom": [[0.3997, -0.5021, -2.3819], [-1.6623, -1.9754, -0.7104], [-0.3321, -1.4098, 1.8479], [1.9902, -0.9439, 0.1163], [-1.3283, 0.5923, -0.8263], [-0.9417, 1.4262, -0.0308], [-0.5352, -0.6251, -0.8226], [0.3436, 1.0074, 0.6081], [0.3579, -0.4832, 0.4325], [0.4314, 1.5115, 1.6906], [1.2765, 1.4021, 0.0765]],
  "lowdin_charge": [0.617, 0.647, 0.583, 0.667, -0.069, 0.045, -1.243, -0.277, -1.248, 0.163, 0.115]
}

# 3
{
  "formula": "C18H38F3IO8Si2",
  "method": "ωB97M-V/def2-TZVPD",
  "e_homo_ev": -9.127,
  "charge": 0,
  "elements": ["I", "Si", "Si", "F", "F", "F", "O", "O", "O", "O", "O", "O", "O", "O", "C", "C", "C", "C", "C", "C", "C", "C", "C", "C", "C", "C", "C", "C", "C", "C", "C", "C", "H", "H", "H", "H", "H", "H", "H", "H", "H", "H", "H", "H", "H", "H", "H", "H", "H", "H", "H", "H", "H", "H", "H", "H", "H", "H", "H", "H", "H", "H", "H", "H", "H", "H", "H", "H", "H", "H"],
  "positions_angstrom": [[-1.7666, -4.3855, -0.5023], [-4.7159, 0.2330, 1.1372], [-2.3926, -1.4307, 1.0906], [0.7325, 1.1127, -0.9038], [1.1071, 1.4584, 1.2245], [0.1795, 2.9869, 0.0738], [6.4102, -1.4937, 1.6996], [2.4134, -1.3814, 0.2094], [-3.6626, -0.7343, 2.0040], [0.9476, -1.2369, 2.5871], [-1.1596, 2.5502, -3.8821], [-6.3071, -0.1282, 1.4840], [0.9604, -2.8790, 1.1023], [-1.2511, 1.0555, 2.0380], [-1.1716, -2.1246, 2.3657], [7.3579, -0.6601, 2.3378], [-3.1957, -2.8977, 0.1676], [0.3255, -2.0295, 2.0168], [-0.3154, 3.8621, -5.7826], [-5.6335, -3.2857, 1.0138], [-4.1254, -3.6355, 1.2011], [-1.1377, 1.1265, 0.6217], [-0.4252, 3.2272, -2.8711], [5.0752, -1.0069, 1.6568], [4.9304, 0.3056, 0.9075], [-1.1726, 4.3971, -2.2687], [7.0507, -0.3929, 3.8019], [-1.5887, -0.1702, -0.0908], [0.2768, 1.6195, 0.2412], [1.2473, -2.6275, -1.3680], [1.6038, -2.2026, 0.0608], [-1.5107, 3.3164, -5.0200], [0.2428, 4.5900, -5.1912], [-1.4544, -3.1573, 2.6221], [-6.8292, -0.1964, 0.6730], [0.5559, 3.5345, -3.2502], [-2.0712, 2.6454, -5.6729], [1.0262, -3.6983, -1.4131], [7.4721, 0.2803, 1.7863], [4.6649, -0.9296, 2.6693], [-4.0307, -4.7184, 1.0637], [-0.2395, 2.4982, -2.1002], [-3.8005, -3.4410, 2.2327], [-1.8296, 1.9230, 0.3076], [0.3730, 3.0565, -6.0431], [-3.7711, -2.6096, -0.7183], [-0.7375, -0.7056, -0.5395], [-2.2725, 0.0328, -0.9250], [6.9189, -1.3314, 4.3431], [3.8802, 0.5803, 0.8229], [-4.4766, 0.1473, -0.3101], [-2.1551, 4.0820, -1.9091], [-5.9705, -2.6488, 1.8396], [-0.6072, 4.8150, -1.4363], [8.3139, -1.1819, 2.2660], [-1.3047, -1.5264, 3.2739], [0.3655, -2.1004, -1.7503], [-2.1009, 1.4535, 2.2677], [7.8629, 0.1711, 4.2635], [-2.1956, 4.1248, -4.7394], [2.0850, -2.3829, -2.0261], [4.4927, -1.7686, 1.1454], [-5.7159, -2.6428, 0.1219], [-1.3362, 5.1976, -2.9932], [5.4486, 1.1193, 1.4206], [-4.4675, 1.6326, 1.5390], [6.1329, 0.1852, 3.9225], [-0.6431, 4.3575, -6.6976], [-6.2708, -4.1617, 0.8753], [5.3584, 0.2262, -0.0940]],
  "lowdin_charge": [0.949, 0.432, 0.457, 0.149, 0.205, 0.094, -0.160, 0.157, -0.303, 0.182, -0.158, -0.199, 0.043, -0.017, -0.101, -0.289, -0.735, -0.498, -0.080, -0.094, -0.369, -0.281, -0.273, -0.272, -0.075, -0.076, -0.084, -0.139, -0.585, -0.018, -0.489, -0.285, 0.066, 0.089, 0.053, 0.119, 0.116, 0.033, 0.105, 0.113, 0.051, 0.074, 0.090, 0.151, 0.082, 0.036, 0.065, 0.081, 0.080, 0.056, 0.006, 0.082, 0.062, 0.071, 0.115, 0.100, 0.064, 0.088, 0.074, 0.106, 0.093, 0.097, 0.060, 0.068, 0.067, -0.005, 0.065, 0.076, 0.075, 0.085]
}

# 4
{
  "formula": "C4H7N3S",
  "method": "ωB97M-V/def2-TZVPD",
  "e_homo_ev": -8.935,
  "smiles": "C=NS/C=N/N=C\\C",
  "charge": 0,
  "relative_energy_kj_mol": 640.2,
  "elements": ["S", "N", "N", "N", "C", "C", "C", "C", "H", "H", "H", "H", "H", "H", "H"],
  "positions_angstrom": [[2.8006, -1.2247, 0.2583], [3.0949, 0.5152, 0.1119], [0.1446, -0.7689, 0.3235], [-1.1769, -1.5436, -0.0714], [1.1163, -1.5770, -0.2012], [2.1100, 1.3458, -0.2639], [-1.9562, 0.7699, 0.3238], [-2.1429, -0.7586, -0.1084], [-2.8300, 1.5699, -0.1298], [-2.9773, -1.4025, -0.4960], [-0.8684, 1.1403, 0.3454], [2.7595, 2.3057, -0.6190], [1.1551, 1.2354, -0.4629], [0.8429, -2.5844, -0.5255], [-2.0721, 0.9774, 1.5151]],
  "lowdin_charge": [0.829, -0.350, -0.048, -0.016, -0.466, -0.099, -0.117, -0.235, 0.119, 0.112, 0.029, 0.120, -0.038, 0.061, 0.099]
}